[1]
The molecule C3H2ClNO2 at a distorted geometry, computed with ωB97M-V with the def2-TZVPD basis set.

Calculated values
E_HOMO: -10.0080 eV
2S+1: 1
HOMO-LUMO gap: 10.134 eV
Relative energy (zero: lowest compared OMol25 entry of this formula, charge and spin): 62.71 kcal/mol
Energy: -21248.0456 eV

Last column: Mulliken charge in e.
Geometry (Å):
O  -2.781  -0.470  -0.141  -0.566
C  -1.605  -0.316  0.062  0.656
C  -0.291  -1.120  0.084  -0.376
C  0.634  -0.103  0.045  0.195
Cl  2.353  -0.149  -0.061  -0.123
N  0.098  1.145  -0.061  -0.203
O  -1.345  1.029  0.014  -0.192
H  -0.348  -2.259  0.443  0.294
H  0.247  1.541  0.907  0.315

[2]
The ion CNO2S2 with charge -1 at a distorted geometry, computed with ωB97M-V with the def2-TZVPD basis set.

Calculated values
E_HOMO: -3.6798 eV
Charge: -1
2S+1: 1
HOMO-LUMO gap: 6.891 eV
Relative energy (zero: lowest compared OMol25 entry of this formula, charge and spin): 24.77 kcal/mol
Energy: -28293.3318 eV

Last column: Mulliken charge in e.
Geometry (Å):
C  1.050  -0.302  -0.050  0.298
N  -0.262  0.211  0.409  -0.123
O  1.341  -1.475  -0.131  -0.560
O  -2.582  0.949  0.132  -0.543
S  1.935  1.098  -0.230  -0.490
S  -1.492  0.147  -0.509  0.418

[3]
A cluster of 11 separate species, C66H124O6 in total at a distorted geometry, computed with ωB97M-V with the def2-TZVPD basis set.

Calculated values
E_HOMO: -10.1745 eV
2S+1: 1
HOMO-LUMO gap: 8.331 eV
Energy: -82733.6041 eV

Last column: Mulliken charge in e.
Geometry (Å):
O  20.991  18.652  16.838  -0.587
C  21.321  17.544  16.525  0.228
C  20.646  16.372  17.103  -0.637
C  21.042  15.063  16.940  1.547
C  22.086  14.741  15.942  0.178
O  22.488  13.601  15.758  -0.630
C  22.770  15.925  15.344  -0.583
C  22.392  17.200  15.610  -0.469
H  19.817  16.611  17.737  0.583
H  20.540  14.258  17.450  -0.562
H  23.482  15.687  14.562  0.448
H  22.809  18.049  15.042  0.400
O  13.817  19.625  8.999  -0.537
C  14.212  19.194  10.053  0.219
C  14.056  19.934  11.361  -0.613
C  14.157  19.310  12.550  -0.344
C  14.761  17.967  12.692  0.489
O  15.129  17.561  13.797  -0.370
C  15.056  17.305  11.423  -0.137
C  14.824  17.861  10.230  -0.427
H  13.714  20.960  11.342  0.381
H  13.869  19.800  13.480  0.450
H  15.550  16.318  11.389  0.412
H  15.182  17.351  9.349  0.436
O  20.719  15.397  12.944  -0.591
C  19.616  14.855  13.007  0.302
C  18.469  15.520  13.653  -0.091
C  17.318  14.868  13.767  -0.181
C  17.077  13.608  13.147  -0.057
O  15.963  13.185  13.016  -0.602
C  18.280  12.872  12.643  -0.557
C  19.470  13.494  12.595  -0.493
H  18.633  16.528  14.048  0.499
H  16.457  15.267  14.297  0.747
H  18.264  11.823  12.371  0.457
H  20.345  12.982  12.370  0.558
C  11.047  17.643  24.732  -1.213
C  11.810  16.384  24.358  -0.892
C  13.175  16.546  23.787  1.817
C  13.138  17.259  22.443  -0.634
C  14.435  17.854  22.004  1.531
C  14.224  18.748  20.754  -1.768
H  10.304  17.418  25.480  0.407
H  10.598  18.175  23.883  0.371
H  11.775  18.339  25.198  0.093
H  11.793  15.688  25.206  0.425
H  11.284  15.887  23.580  0.446
H  13.766  15.632  23.669  -0.457
H  13.752  17.237  24.483  -0.823
H  12.866  16.605  21.644  0.145
H  12.446  18.097  22.485  0.362
H  14.816  18.521  22.820  -0.831
H  15.223  17.102  21.789  -0.399
H  15.030  18.818  20.071  0.576
H  13.521  18.191  20.112  0.237
H  13.822  19.736  20.994  0.410
C  20.385  19.119  23.097  -1.149
C  20.000  18.668  24.477  -0.618
C  19.017  17.422  24.411  0.570
C  18.703  16.778  25.798  -0.822
C  17.943  15.403  25.664  -0.346
C  16.397  15.556  25.388  -0.655
H  21.059  19.946  23.020  0.444
H  19.477  19.516  22.609  0.223
H  20.750  18.341  22.502  0.135
H  20.903  18.316  24.999  0.380
H  19.654  19.480  25.069  0.362
H  19.439  16.647  23.726  0.062
H  18.062  17.683  23.990  0.045
H  19.613  16.560  26.322  0.445
H  18.155  17.505  26.449  0.069
H  18.292  14.770  24.843  -0.121
H  18.140  14.810  26.560  0.440
H  15.847  14.602  25.338  0.479
H  15.861  16.102  26.178  0.346
H  16.165  16.045  24.427  -0.205
C  13.082  12.168  18.171  -1.065
C  14.274  12.054  17.228  -0.794
C  15.652  12.302  17.948  2.080
C  16.819  11.986  17.031  -1.149
C  18.147  12.326  17.738  2.700
C  19.357  11.747  17.014  -1.286
H  12.176  12.080  17.604  0.535
H  12.911  13.155  18.705  -0.154
H  13.070  11.366  18.904  0.344
H  14.293  11.018  16.834  0.394
H  14.084  12.727  16.407  0.373
H  15.765  11.681  18.877  -0.880
H  15.731  13.343  18.273  -0.637
H  16.676  10.919  16.752  0.705
H  16.793  12.561  16.095  -0.145
H  18.101  13.389  17.908  -1.162
H  18.097  11.865  18.750  -0.526
H  19.393  10.665  17.288  0.370
H  19.319  11.746  15.913  0.282
H  20.327  12.255  17.303  0.095
C  13.013  18.683  27.989  -1.130
C  14.124  19.640  27.503  -0.574
C  15.111  19.024  26.618  1.049
C  16.087  19.988  25.983  -0.023
C  15.473  20.712  24.823  0.240
C  16.514  21.585  24.035  -1.271
H  12.396  18.310  27.164  0.129
H  12.442  19.191  28.779  0.389
H  13.461  17.783  28.375  0.312
H  13.639  20.494  26.997  0.247
H  14.585  20.098  28.405  0.359
H  14.601  18.349  25.936  -0.974
H  15.718  18.333  27.276  0.313
H  16.339  20.675  26.816  0.468
H  16.970  19.495  25.627  -0.494
H  15.069  19.982  24.152  -0.259
H  14.549  21.304  25.099  0.343
H  16.974  22.335  24.763  0.342
H  17.353  21.038  23.679  0.155
H  15.983  22.214  23.329  0.437
C  16.035  7.635  21.260  -1.327
C  15.986  8.967  22.032  -0.338
C  15.933  10.150  21.069  -0.659
C  15.714  11.521  21.690  1.777
C  14.479  11.684  22.558  -0.957
C  13.778  13.001  22.100  -0.243
H  16.634  7.835  20.374  0.303
H  15.063  7.291  20.887  0.307
H  16.453  6.807  21.798  0.404
H  15.085  9.007  22.645  0.332
H  16.792  9.020  22.772  0.394
H  15.116  10.032  20.331  0.082
H  16.834  10.205  20.444  0.205
H  16.625  11.723  22.268  0.315
H  15.761  12.302  20.903  -1.432
H  13.778  10.872  22.379  0.425
H  14.656  11.716  23.647  0.284
H  12.868  13.184  22.703  0.585
H  14.413  13.877  22.291  -0.345
H  13.456  12.923  21.024  -0.099
C  22.773  16.663  19.911  -1.147
C  22.630  15.470  20.824  -0.455
C  21.998  14.216  20.207  0.642
C  21.749  13.022  21.197  -0.680
C  21.040  11.934  20.355  0.655
C  20.743  10.643  21.148  -1.617
H  21.783  16.919  19.694  0.173
H  23.338  16.383  18.985  0.284
H  23.278  17.423  20.498  0.431
H  23.655  15.283  21.132  0.410
H  21.940  15.773  21.632  -0.049
H  22.585  13.769  19.414  0.739
H  21.057  14.563  19.760  -0.934
H  22.657  12.671  21.687  0.599
H  21.086  13.280  22.077  0.040
H  20.055  12.318  20.085  -0.687
H  21.664  11.825  19.489  0.579
H  20.279  9.920  20.492  0.416
H  21.750  10.209  21.343  0.395
H  20.256  10.852  22.114  0.299
C  12.542  16.434  18.464  -1.077
C  12.419  15.681  17.117  0.525
C  11.847  16.669  16.058  -0.987
C  12.007  16.165  14.649  -0.057
C  11.407  17.012  13.533  0.018
C  11.126  16.299  12.218  -1.426
H  12.851  15.719  19.228  0.041
H  11.634  16.908  18.705  0.583
H  13.323  17.173  18.349  0.020
H  13.406  15.328  16.754  -0.330
H  11.794  14.770  17.226  0.482
H  12.358  17.630  16.088  0.334
H  10.794  16.924  16.246  0.368
H  13.101  16.027  14.455  -0.236
H  11.582  15.182  14.605  0.388
H  10.460  17.436  13.893  0.444
H  12.067  17.901  13.508  -0.132
H  10.268  15.647  12.231  0.413
H  11.033  16.988  11.358  0.351
H  11.951  15.614  11.994  0.287
C  16.204  17.171  17.546  -1.084
C  17.130  15.905  17.759  1.126
C  17.648  15.834  19.181  0.440
C  16.605  15.350  20.247  0.239
C  17.274  15.403  21.676  1.013
C  18.478  14.503  21.694  -1.435
H  15.260  17.112  18.130  -0.296
H  15.895  17.137  16.505  0.274
H  16.709  18.109  17.593  0.454
H  16.533  15.029  17.499  -0.361
H  17.944  15.995  17.025  -0.284
H  17.939  16.816  19.608  0.997
H  18.491  15.133  19.284  -0.969
H  15.770  16.006  20.182  0.644
H  16.286  14.310  20.085  -0.664
H  17.626  16.398  22.012  0.355
H  16.572  15.003  22.408  -0.534
H  19.410  15.002  21.397  0.011
H  18.674  14.137  22.714  0.260
H  18.476  13.647  21.018  -0.191

[4]
A structure of composition C5H12N2O at a distorted geometry, computed with ωB97M-V with the def2-TZVPD basis set.

Calculated values
E_HOMO: -8.8667 eV
2S+1: 1
HOMO-LUMO gap: 9.531 eV
Relative energy (zero: lowest compared OMol25 entry of this formula, charge and spin): 201.19 kcal/mol
Energy: -10399.6997 eV

Last column: Mulliken charge in e.
Geometry (Å):
C  0.612  1.185  -2.672  -0.926
C  0.723  0.996  -1.133  -0.072
C  0.513  -1.680  0.166  -0.598
C  -1.048  0.069  1.257  0.454
C  -0.919  -0.586  2.625  -0.950
H  0.983  0.367  -3.401  0.272
H  1.121  2.254  -2.713  0.273
H  -0.518  1.250  -2.957  0.252
H  1.741  0.429  -0.763  0.165
H  0.743  1.925  -0.475  0.287
H  1.720  -1.381  -0.112  0.232
H  0.371  -2.221  1.281  0.137
H  0.023  -2.642  -0.734  0.224
H  -1.868  -0.223  3.289  0.284
H  -0.573  -1.877  2.655  0.182
H  0.055  -0.208  2.852  0.358
H  -1.615  1.219  0.006  0.361
N  -0.044  -0.360  0.418  0.142
N  -1.713  1.258  1.122  -0.759
O  -0.309  0.226  -0.710  -0.317

[5]
The ion C5H6NO with charge +1 at a distorted geometry, computed with ωB97M-V with the def2-TZVPD basis set.

Calculated values
E_HOMO (alpha / beta): -15.0953 / -14.9060 eV
Charge: +1
2S+1: 1
HOMO-LUMO gap (alpha / beta): 7.602 / 8.346 eV
Relative energy (zero: lowest compared OMol25 entry of this formula, charge and spin): 162.02 kcal/mol
Energy: -8805.9251 eV

Last column: Mulliken charge in e.
Geometry (Å):
C  0.168  -0.840  -1.459  -1.070
C  -0.523  0.235  -0.617  0.599
O  -1.530  0.906  -0.974  -0.196
C  -1.906  1.644  0.033  0.074
C  -1.119  1.459  1.161  0.200
N  -0.138  0.622  0.651  0.146
C  0.879  0.021  1.442  -0.888
H  -0.585  -1.646  -1.448  0.348
H  1.025  -1.251  -0.993  0.345
H  0.277  -0.571  -2.482  0.366
H  1.837  0.217  1.021  0.374
H  0.775  -1.090  1.243  0.332
H  0.839  0.294  2.424  0.370

[6]
A cluster of 6 separate species, C3H14O5 in total at a distorted geometry, computed with ωB97M-V with the def2-TZVPD basis set.

Calculated values
E_HOMO: -8.3798 eV
2S+1: 1
HOMO-LUMO gap: 3.145 eV
Relative energy (zero: lowest compared OMol25 entry of this formula, charge and spin): 153.21 kcal/mol
Energy: -13569.3530 eV

Last column: Mulliken charge in e.
Geometry (Å):
C  -2.234  -1.518  0.522  -0.445
O  0.276  -0.460  1.557  -0.624
C  -2.602  -0.209  0.111  0.349
C  -2.430  0.455  -1.115  -0.675
H  -1.801  -2.254  -0.240  0.308
H  -2.761  -1.964  1.399  0.306
H  -0.538  -0.830  1.215  0.191
H  -3.175  0.324  0.877  0.290
H  -2.954  1.328  -1.233  0.343
H  -2.053  -0.095  -1.972  0.305
H  3.058  0.000  0.778  0.373
H  2.078  -0.980  1.540  0.378
O  3.013  -0.899  1.326  -0.698
H  1.045  1.782  0.013  0.459
H  3.164  1.878  -0.625  0.146
O  2.495  1.273  -0.314  -0.976
H  1.945  0.164  -1.277  0.467
H  2.052  -1.381  -1.784  0.282
O  1.473  -0.581  -1.716  -0.706
H  -0.443  1.625  -0.440  0.265
H  0.281  0.430  1.117  0.452
O  0.111  1.913  0.262  -0.791

[7]
A cluster of 2 separate species, CN4O in total at a distorted geometry, computed with ωB97M-V with the def2-TZVPD basis set.

Calculated values
E_HOMO: 0.7723 eV
Charge: -2
2S+1: 1
HOMO-LUMO gap: 6.060 eV
Relative energy (zero: lowest compared OMol25 entry of this formula, charge and spin): 1.31 kcal/mol
Energy: -9042.2566 eV

Last column: Mulliken charge in e.
Geometry (Å):
C  -2.626  -0.034  0.080  0.298
N  -1.562  -0.469  0.274  -0.501
N  3.727  0.295  0.275  -0.596
N  1.584  -0.226  -0.452  -0.514
N  2.639  0.045  -0.066  0.115
O  -3.761  0.389  -0.110  -0.802

[8]
The molecule CH6NPS at a distorted geometry, computed with ωB97M-V with the def2-TZVPD basis set.

Calculated values
E_HOMO: -7.5662 eV
2S+1: 1
HOMO-LUMO gap: 6.974 eV
Relative energy (zero: lowest compared OMol25 entry of this formula, charge and spin): 139.28 kcal/mol
Energy: -22742.7395 eV

Last column: Mulliken charge in e.
Geometry (Å):
C  -0.576  1.389  0.036  -0.532
S  -0.066  -0.063  0.480  0.032
N  -0.588  -1.665  -0.064  -0.563
P  2.228  -0.243  -0.067  -0.118
H  0.216  1.928  -0.446  0.212
H  -1.654  1.548  -0.054  0.284
H  -0.955  -0.356  1.683  0.187
H  -1.062  -1.611  -0.911  0.275
H  0.259  -2.133  -0.411  0.262
H  2.198  1.204  -0.246  -0.039